Record 1
Entry from the Open Molecules 2025 dataset: a structure of composition C15H29IN4O6S at a distorted geometry (ωB97M-V/def2-TZVPD).

Structure (ORCA input):
```
! wB97M-V def2-TZVPD RIJCOSX def2/J DEFGRID3
* xyz -2 1
C 0.828 -2.396 -0.653
C 1.696 -1.442 -0.298
C 1.459 0.075 -0.371
I 3.483 0.840 -0.190
C 1.005 0.352 -1.852
C 2.151 0.319 -2.892
S 0.228 1.943 -2.035
O -0.503 1.954 -3.275
O 1.146 3.030 -1.865
O -0.876 2.015 -0.892
C -0.938 1.064 0.211
C -1.786 1.828 1.243
C -3.078 2.430 0.664
N -2.905 3.831 0.245
C -1.743 -0.144 -0.337
C -2.556 -0.975 0.645
C -3.442 -2.059 -0.063
N -3.259 -2.294 -1.486
C 0.489 0.675 0.764
N 1.116 1.897 1.286
C 0.323 -0.244 1.999
C 1.440 -0.289 3.040
N 2.648 -0.956 2.594
H 0.890 -3.353 -0.148
H 0.132 -2.298 -1.483
H 2.671 -1.770 0.090
H 0.283 -0.381 -2.204
H 1.689 0.062 -3.850
H 2.622 1.287 -3.022
H 2.874 -0.478 -2.662
H -1.221 2.676 1.630
H -2.075 1.181 2.063
H -3.476 1.822 -0.152
H -3.827 2.413 1.463
H -1.929 4.012 0.051
H -3.398 3.990 -0.623
H -1.077 -0.811 -0.871
H -2.425 0.276 -1.079
H -1.937 -1.506 1.365
H -3.252 -0.359 1.219
H -3.353 -3.011 0.461
H -4.485 -1.750 0.053
H -2.320 -2.576 -1.728
H -3.567 -1.523 -2.055
H 0.698 2.151 2.172
H 0.994 2.686 0.660
H 0.101 -1.263 1.687
H -0.560 0.073 2.557
H 1.685 0.695 3.444
H 0.995 -0.833 3.896
H 3.297 -1.094 3.356
H 2.441 -1.869 2.209
C 5.173 -2.486 -1.251
O 6.391 -2.138 -1.041
O 4.560 -2.173 -2.363
O 4.479 -3.107 -0.325
*
```

Lowest unoccupied orbital energy: 0.145 Eh
HOMO energy: 0.06113 Eh
HOMO-LUMO gap: 2.270 eV

Record 2
Entry from the Open Molecules 2025 dataset: a structure of composition C15H29N4OPSTl at a distorted geometry (ωB97M-V/def2-TZVPD).

Structure (ORCA input):
```
! wB97M-V def2-TZVPD RIJCOSX def2/J DEFGRID3
* xyz 2 2
C -1.071 2.633 -2.521
C -0.619 1.457 -3.374
N -0.395 0.344 -2.689
C -0.360 -0.867 -3.301
C -0.097 -0.893 -4.690
C -0.108 0.302 -5.411
C -0.417 1.509 -4.763
C -0.700 -2.028 -2.487
P -0.169 -2.486 -0.804
H -0.475 2.480 -5.258
H 0.071 -1.855 -5.168
H 0.129 0.307 -6.472
C 0.980 2.903 -1.256
C -1.157 3.296 -0.167
H -0.895 -2.956 -3.063
H -2.167 2.608 -2.381
H -0.821 3.578 -3.036
C 1.309 -3.542 -0.766
C -1.553 -3.607 -0.311
H 1.586 -3.672 0.293
H 1.070 -4.511 -1.224
H 2.121 -3.030 -1.298
H -1.805 -3.418 0.748
H -2.445 -3.411 -0.933
H -1.237 -4.657 -0.439
H -1.100 4.393 -0.315
H -2.215 2.993 -0.185
H -0.745 3.043 0.819
H 1.132 3.968 -1.514
H 1.436 2.710 -0.278
H 1.482 2.284 -2.008
Tl 0.114 -0.002 0.286
H 1.785 -0.187 -0.256
O -2.138 -0.613 -0.859
H -1.783 -1.170 -1.756
H -2.184 0.274 -1.255
N -0.440 2.561 -1.197
S -1.458 0.364 2.391
C -0.216 0.142 3.564
N 0.383 1.199 4.149
C 1.358 1.114 5.240
C 2.116 -0.194 5.158
C 1.164 -1.361 4.997
N 0.226 -1.093 3.900
H -0.048 2.093 3.938
H 0.837 1.190 6.203
H 2.032 1.970 5.146
H 2.719 -0.332 6.058
H 2.806 -0.166 4.310
H 0.607 -1.524 5.930
H 1.699 -2.286 4.756
H -0.344 -1.856 3.548
*
```

Lowest unoccupied orbital energy (alpha / beta): -0.265 / -0.297 Eh
HOMO energy (alpha / beta): -0.53398 / -0.53614 Eh
HOMO-LUMO gap (alpha / beta): 7.317 / 6.500 eV

Record 3
Entry from the Open Molecules 2025 dataset: a cluster of 3 separate species, C15H29N6P2 in total at a distorted geometry (ωB97M-V/def2-TZVPD).

Structure (ORCA input):
```
! wB97M-V def2-TZVPD RIJCOSX def2/J DEFGRID3
* xyz 1 1
C -0.130 1.581 -1.919
C -1.270 0.773 -2.796
P -1.871 -0.827 -1.860
C -3.649 -0.392 -1.312
N -0.769 -1.115 -0.490
C -0.801 -0.515 0.743
N -1.988 -0.514 1.694
C -2.442 0.924 1.804
C -1.222 1.870 2.363
P -1.614 3.737 1.935
N -2.336 3.910 0.479
C 0.247 1.572 1.703
N 0.468 0.155 1.227
H 0.161 2.560 -2.534
H -0.663 1.904 -0.913
H 0.815 0.887 -1.740
H -2.171 1.513 -2.942
H -0.883 0.409 -3.844
H -4.073 -1.044 -0.434
H -4.353 -0.622 -2.249
H -3.723 0.765 -1.139
H -0.016 -1.854 -0.631
H -2.701 -1.135 1.257
H -2.660 1.288 0.690
H -3.414 0.935 2.461
H -1.138 1.847 3.552
H -0.360 4.474 1.844
H -2.492 4.337 2.916
H -1.733 4.491 -0.159
H 1.046 1.769 2.567
H 0.445 2.402 0.898
H 1.226 0.129 0.509
N 1.645 -2.590 -3.889
C 2.077 -3.184 -5.046
C 0.969 -3.607 -5.746
C -0.171 -3.249 -4.988
C 0.276 -2.620 -3.847
H 2.244 -2.190 -3.177
H 3.133 -3.257 -5.270
H 0.981 -4.116 -6.701
H -1.206 -3.430 -5.246
H -0.263 -2.193 -3.011
N 3.745 0.102 3.456
C 2.611 -0.666 3.498
C 2.599 -1.341 4.698
C 3.763 -0.961 5.408
C 4.451 -0.067 4.619
H 4.018 0.702 2.688
H 1.913 -0.668 2.672
H 1.833 -2.031 5.028
H 4.066 -1.303 6.389
H 5.381 0.461 4.784
*
```

Lowest unoccupied orbital energy: -0.177 Eh
HOMO energy: -0.38406 Eh
HOMO-LUMO gap: 5.635 eV

Record 4
Entry from the Open Molecules 2025 dataset: an isolated molecule of C15H29NO4S (ωB97M-V/def2-TZVPD).

Structure (ORCA input):
```
! wB97M-V def2-TZVPD RIJCOSX def2/J DEFGRID3
* xyz 0 1
C 10.430 -1.581 0.246
C 9.487 -0.440 -0.114
C 8.026 -0.812 0.128
C 7.075 0.326 -0.236
C 5.613 -0.049 -0.006
C 4.665 1.085 -0.389
C 3.200 0.707 -0.181
C 2.264 1.845 -0.584
C 0.788 1.454 -0.554
C 0.274 1.178 0.857
H 0.727 0.267 1.261
H 0.476 2.023 1.518
O -1.145 1.030 0.865
C -1.616 -0.189 0.540
O -0.938 -1.158 0.301
N -2.971 -0.184 0.535
H -3.474 0.680 0.690
C -3.730 -1.359 0.179
C -5.058 -1.329 0.902
H -5.627 -2.245 0.789
H -4.980 -1.039 1.944
S -5.900 0.003 -0.026
O -7.307 -0.244 -0.158
O -5.497 1.268 0.531
C -5.025 -0.251 -1.617
C -4.059 -1.384 -1.329
H -4.513 -2.346 -1.570
H -3.137 -1.288 -1.902
H -4.524 0.684 -1.849
H -5.763 -0.484 -2.375
H -3.113 -2.228 0.437
H 0.630 0.562 -1.163
H 0.191 2.266 -0.977
H 2.426 2.702 0.075
H 2.513 2.159 -1.600
H 3.043 0.451 0.868
H 2.967 -0.178 -0.777
H 4.899 1.969 0.209
H 4.825 1.346 -1.438
H 5.466 -0.304 1.046
H 5.370 -0.935 -0.596
H 7.321 1.207 0.361
H 7.217 0.591 -1.287
H 7.889 -1.074 1.180
H 7.776 -1.694 -0.466
H 9.738 0.440 0.483
H 9.621 -0.176 -1.165
H 10.207 -2.463 -0.352
H 11.464 -1.296 0.064
H 10.326 -1.846 1.296
*
```

SMILES string: CCCCCCCCCCOC(=O)N[C@@H]1CCS(=O)(=O)C1
Lowest unoccupied orbital energy: 0.024 Eh
ΔE to the lowest compared entry with this formula, charge and spin: 3.9 kJ/mol
HOMO energy: -0.36794 Eh
HOMO-LUMO gap: 10.679 eV

Record 5
Entry from the Open Molecules 2025 dataset: a structure of composition C15H30AsF6O15Rb at a distorted geometry (ωB97M-V/def2-TZVPD).

Structure (ORCA input):
```
! wB97M-V def2-TZVPD RIJCOSX def2/J DEFGRID3
* xyz 0 1
Rb -31.120 1.696 33.947
As -29.839 0.213 30.214
F -31.078 -1.043 30.024
F -30.288 0.917 28.586
F -28.636 1.483 30.586
F -29.563 -0.522 31.866
F -28.615 -0.790 29.526
F -31.005 1.333 31.019
C -30.833 -2.384 34.276
O -31.935 -3.144 34.507
C -33.114 -2.586 34.557
O -33.329 -1.365 34.379
O -34.057 -3.517 34.903
C -35.269 -3.088 35.492
H -30.447 -2.449 33.258
H -30.072 -2.717 34.981
H -30.990 -1.306 34.310
H -35.959 -3.882 35.775
H -35.905 -2.447 34.881
H -35.047 -2.573 36.427
C -27.609 5.602 33.553
O -27.703 5.186 32.211
C -28.817 4.565 31.830
O -29.789 4.204 32.485
O -28.795 4.605 30.483
C -30.006 4.488 29.794
H -27.373 4.725 34.156
H -28.544 6.010 33.937
H -26.753 6.262 33.692
H -30.033 4.868 28.773
H -30.823 4.949 30.348
H -30.355 3.474 29.600
C -29.147 -3.622 29.784
O -29.184 -5.021 29.495
C -28.023 -5.645 29.118
O -26.896 -5.339 29.418
O -28.347 -6.690 28.468
C -27.405 -7.736 28.259
H -30.205 -3.363 29.734
H -28.515 -3.064 29.093
H -28.815 -3.514 30.817
H -26.716 -7.505 27.447
H -27.884 -8.694 28.058
H -26.730 -7.743 29.115
C -37.667 0.196 32.989
O -36.597 0.385 32.042
C -35.859 -0.702 31.725
O -36.063 -1.850 32.147
O -34.855 -0.304 30.903
C -33.837 -1.214 30.533
H -38.544 -0.195 32.473
H -38.100 1.136 33.330
H -37.494 -0.472 33.833
H -33.491 -0.999 29.521
H -34.193 -2.243 30.499
H -32.972 -1.261 31.195
C -23.717 -2.858 30.386
O -24.505 -1.686 30.414
C -24.905 -1.168 29.143
O -24.553 -1.741 28.095
O -25.675 -0.073 29.307
C -26.409 0.556 28.265
H -22.664 -2.576 30.392
H -23.855 -3.484 29.503
H -23.928 -3.508 31.235
H -25.762 1.319 27.832
H -27.382 0.944 28.564
H -26.584 -0.092 27.407
*
```

Lowest unoccupied orbital energy: -0.033 Eh
ΔE to the lowest compared entry with this formula, charge and spin: 187.1 kJ/mol
HOMO energy: -0.37021 Eh
HOMO-LUMO gap: 9.174 eV

Record 6
Entry from the Open Molecules 2025 dataset: a structure of composition C15H30AsF6O15Tl at a distorted geometry (ωB97M-V/def2-TZVPD).

Structure (ORCA input):
```
! wB97M-V def2-TZVPD RIJCOSX def2/J DEFGRID3
* xyz 2 1
Tl -3.830 -6.181 1.314
As 0.579 0.450 0.675
F 1.568 1.949 0.887
F 0.098 0.522 2.397
F -0.349 -1.104 0.492
F 1.057 0.264 -1.042
F 2.073 -0.490 1.221
F -0.849 1.384 0.227
C 4.232 -0.155 8.295
O 4.767 -0.359 9.579
C 4.115 -0.160 10.725
O 2.931 0.219 10.852
O 4.932 -0.607 11.715
C 4.374 -0.788 13.000
H 3.324 -0.756 8.248
H 4.979 -0.297 7.514
H 3.787 0.839 8.237
H 3.639 -0.089 13.398
H 5.229 -0.601 13.650
H 3.921 -1.737 13.285
C -6.066 2.280 3.196
O -5.652 1.608 4.392
C -5.297 0.344 4.388
O -5.492 -0.436 3.465
O -4.913 -0.078 5.620
C -4.973 0.692 6.754
H -6.117 1.644 2.313
H -5.385 3.055 2.845
H -7.044 2.754 3.287
H -4.780 1.760 6.650
H -4.310 0.266 7.506
H -5.997 0.712 7.127
C 5.107 7.018 -5.605
O 4.095 7.587 -6.410
C 2.808 7.509 -6.111
O 1.906 7.895 -6.880
O 2.547 6.665 -5.010
C 1.271 6.209 -4.583
H 4.989 7.329 -4.567
H 6.051 7.427 -5.965
H 5.173 5.933 -5.679
H 1.218 5.973 -3.520
H 1.081 5.268 -5.099
H 0.367 6.800 -4.735
C 2.492 -5.160 -6.286
O 1.504 -5.749 -5.351
C 1.703 -5.743 -4.058
O 0.856 -6.071 -3.161
O 2.871 -5.330 -3.727
C 3.362 -5.529 -2.411
H 3.479 -5.589 -6.112
H 2.527 -4.101 -6.031
H 2.242 -5.348 -7.330
H 3.694 -6.550 -2.224
H 2.729 -5.329 -1.547
H 4.276 -4.963 -2.228
C -4.025 -3.416 -7.829
O -4.023 -3.541 -6.419
C -4.261 -2.487 -5.573
O -4.380 -2.530 -4.298
O -4.403 -1.318 -6.305
C -4.859 -0.095 -5.769
H -3.232 -2.707 -8.065
H -5.001 -3.185 -8.257
H -3.642 -4.377 -8.173
H -4.508 0.078 -4.752
H -5.942 -0.183 -5.674
H -4.623 0.709 -6.466
*
```

Lowest unoccupied orbital energy: -0.477 Eh
HOMO energy: -0.51363 Eh
HOMO-LUMO gap: 0.987 eV

Record 7
Entry from the Open Molecules 2025 dataset: a cluster of 6 separate species, C15H30BF2N12O11 in total at a distorted geometry (ωB97M-V/def2-TZVPD).

Structure (ORCA input):
```
! wB97M-V def2-TZVPD RIJCOSX def2/J DEFGRID3
* xyz 1 1
C 3.014 -0.545 -0.786
C 1.929 0.313 -0.032
O 0.960 0.868 -0.966
B -0.160 0.091 -1.100
O -0.495 -0.319 -2.362
O -0.985 -0.239 0.006
C -2.270 -0.525 -0.415
O -2.549 -1.614 -0.801
C -3.208 0.670 -0.368
C -2.684 1.964 -0.279
C -3.514 3.063 -0.272
N -4.829 2.877 -0.343
C -5.381 1.670 -0.425
C -4.612 0.532 -0.442
N -5.335 -0.704 -0.561
C -5.129 -1.620 0.507
O -4.882 -2.763 0.296
F -5.253 -1.204 1.771
C -5.227 -1.298 -1.856
O -4.480 -0.856 -2.669
F -6.020 -2.301 -2.183
H 3.451 -1.268 -0.061
H 2.610 -1.033 -1.681
H 3.855 0.096 -1.079
H 1.476 -0.212 0.818
H 2.479 1.172 0.385
H 0.251 -0.179 -2.957
H -1.603 2.107 -0.245
H -3.072 4.055 -0.210
H -5.445 3.693 -0.354
H -6.468 1.603 -0.492
C -3.810 2.851 3.703
O -3.108 3.437 2.889
N -3.373 2.547 4.954
N -5.089 2.454 3.427
H -3.928 2.070 5.638
H -2.438 2.825 5.192
H -5.450 2.666 2.517
H -5.678 1.975 4.083
C 3.488 -1.461 3.083
O 3.332 -1.117 1.919
N 2.911 -0.795 4.126
N 4.249 -2.536 3.435
H 3.025 -1.059 5.086
H 2.345 0.002 3.903
H 4.689 -3.048 2.694
H 4.388 -2.833 4.381
C -8.545 4.434 -0.505
O -7.860 4.654 0.489
N -8.228 4.926 -1.739
N -9.679 3.685 -0.456
H -8.776 4.760 -2.562
H -7.401 5.490 -1.811
H -9.944 3.311 0.437
H -10.257 3.494 -1.254
C 5.889 -2.614 -1.963
O 5.022 -1.779 -2.167
N 6.964 -2.783 -2.783
N 5.856 -3.456 -0.888
H 7.684 -3.467 -2.624
H 7.026 -2.183 -3.584
H 5.079 -3.364 -0.260
H 6.558 -4.148 -0.701
C 10.669 -3.589 -2.196
O 9.707 -4.083 -1.626
N 11.819 -3.269 -1.540
N 10.672 -3.318 -3.534
H 12.620 -2.864 -1.985
H 11.852 -3.455 -0.555
H 9.843 -3.543 -4.051
H 11.451 -2.913 -4.018
*
```

Lowest unoccupied orbital energy: -0.172 Eh
HOMO energy: -0.39645 Eh
HOMO-LUMO gap: 6.105 eV

Record 8
Entry from the Open Molecules 2025 dataset: a cluster of 4 separate species, C15H30BO11P in total at a distorted geometry (ωB97M-V/def2-TZVPD).

Structure (ORCA input):
```
! wB97M-V def2-TZVPD RIJCOSX def2/J DEFGRID3
* xyz 0 1
C 0.985 1.114 -2.734
C 0.190 0.373 -2.168
C -0.973 -0.410 -1.433
C -1.229 0.406 -0.062
C -0.341 -0.207 1.104
P 0.200 1.022 2.429
B -0.865 2.638 2.392
O -2.286 2.504 2.271
O -0.296 3.949 2.442
C 0.543 4.159 1.283
H 1.704 1.936 -2.953
H -0.674 -1.481 -1.253
H -1.905 -0.296 -2.066
H -0.970 1.486 -0.321
H -2.328 0.358 0.222
H -0.914 -1.090 1.534
H 0.609 -0.611 0.629
H -0.135 0.371 3.674
H -2.477 2.784 1.345
H 1.364 3.364 1.318
H 0.001 4.028 0.291
H 1.077 5.153 1.276
C 3.658 6.176 -6.379
O 2.918 5.066 -5.873
C 2.500 4.208 -6.815
O 2.697 4.307 -8.000
O 1.824 3.222 -6.209
C 1.316 2.227 -7.097
H 3.943 6.798 -5.531
H 4.566 5.837 -6.880
H 3.044 6.772 -7.055
H 2.130 1.731 -7.627
H 0.607 2.666 -7.802
H 0.791 1.483 -6.498
C 2.126 -3.397 -0.943
O 2.424 -4.782 -0.779
C 1.349 -5.551 -0.557
O 0.208 -5.170 -0.490
O 1.766 -6.817 -0.423
C 0.718 -7.755 -0.180
H 3.065 -2.872 -1.115
H 1.479 -3.241 -1.808
H 1.666 -2.992 -0.039
H 0.016 -7.773 -1.015
H 0.202 -7.524 0.753
H 1.172 -8.742 -0.089
C -2.371 0.881 6.221
O -2.058 -0.502 6.386
C -3.123 -1.285 6.603
O -4.269 -0.920 6.665
O -2.690 -2.547 6.738
C -3.726 -3.499 6.976
H -1.437 1.417 6.052
H -3.015 1.029 5.353
H -2.839 1.280 7.122
H -4.425 -3.525 6.139
H -4.249 -3.274 7.908
H -3.260 -4.479 7.069
*
```

SMILES string: C#CCCCPB(O)OC.COC(=O)OC.COC(=O)OC.COC(=O)OC
Lowest unoccupied orbital energy: 0.013 Eh
HOMO energy: -0.30619 Eh
HOMO-LUMO gap: 8.691 eV

no.,molar mass (u)
1,520.39
2,548.85
3,355.39
4,319.47
5,724.77
6,843.68
7,603.29
8,428.18